The following is a quantum chemistry calculation of a 14-piece molecular cluster, C32H92O14 overall in a non-equilibrium geometry, from the OMol25 dataset.

```
138
Properties=species:S:1:pos:R:3:forces:R:3:mulliken_charge:R:1
C -0.0920 0.5023 -5.3531 0.5170 0.5056 -0.4156 -0.9114
C 1.3636 0.5306 -4.8670 -0.9949 -0.2106 -0.2549 0.5430
O 2.2724 0.3347 -5.9546 -0.1927 0.3096 0.4264 -0.5946
H -0.3040 -0.4403 -5.8563 -0.1248 -0.1400 0.2962 0.2797
H -0.2315 1.2793 -6.1129 -0.0338 0.0666 0.0816 0.4541
H -0.7869 0.7229 -4.5431 -0.0617 -0.2577 0.0399 -0.0037
H 1.4669 -0.2867 -4.1539 0.4592 0.0455 -0.0208 -0.2680
H 1.5538 1.4900 -4.3767 0.1409 -0.0904 0.1576 0.0952
H 2.1929 1.1531 -6.4599 0.2415 -0.2566 -0.2250 0.3842
C -5.3272 -0.7731 2.5573 0.3299 0.0876 0.0291 -1.4692
C -4.2568 -0.9553 1.4869 -1.1280 -0.1034 -0.5289 -0.0030
O -3.1293 -0.1397 1.7313 -0.9984 0.2762 -0.6813 -0.1017
H -6.2500 -1.2944 2.3016 0.1530 -0.2013 -0.1391 0.4442
H -5.5949 0.2782 2.6596 0.1619 0.0476 0.1297 0.3182
H -4.9690 -1.1603 3.5114 -0.0826 0.1540 0.1154 0.3018
H -4.7131 -0.6917 0.5231 0.1699 0.0105 -0.0394 0.2539
H -3.9927 -2.0171 1.4134 0.2484 0.0235 0.1027 0.1151
H -2.5635 -0.1854 0.9433 -0.0326 -0.0429 -0.3148 -0.0174
C 3.9270 -3.2169 -1.9871 -0.1398 -0.5475 0.4622 -1.4225
C 2.9737 -2.1824 -2.5317 0.6662 0.6698 -0.5407 0.5721
O 2.0118 -2.7840 -3.4090 -0.1177 0.1334 0.2176 -0.6218
H 3.3367 -4.0094 -1.5169 0.0700 0.0013 0.0152 0.3098
H 4.6221 -2.8571 -1.2257 -0.1290 0.2658 -0.0375 0.2402
H 4.5191 -3.6966 -2.7700 -0.0795 0.1716 -0.1507 0.4611
H 3.5168 -1.4115 -3.0989 0.0390 -0.1229 0.0277 0.3828
H 2.4464 -1.6019 -1.7705 -0.2042 -0.4797 0.1363 -0.2940
H 2.4672 -2.9797 -4.2341 -0.1643 -0.0490 -0.0276 0.2989
C -2.6881 -3.4739 -2.4292 0.2258 0.3207 0.1913 -0.7904
C -1.5838 -3.1284 -3.4178 0.1817 -0.1726 0.3093 -0.3890
O -0.7122 -2.1686 -2.8270 0.1421 0.2969 0.3166 -0.0974
H -2.2258 -3.6493 -1.4544 0.0416 -0.2260 -0.0640 -0.0046
H -3.2286 -4.3690 -2.7334 -0.1323 0.0802 -0.0266 0.4512
H -3.3754 -2.6410 -2.2670 -0.1047 -0.0435 -0.2408 0.1626
H -1.9632 -2.7133 -4.3551 -0.1377 -0.1397 -0.0039 0.3129
H -1.0231 -4.0426 -3.6325 0.0113 0.0647 -0.1559 0.3500
H 0.2187 -2.4227 -2.9604 -0.2097 -0.0108 -0.2187 0.0180
C -1.3008 2.6479 3.5297 -0.5017 1.1698 0.0044 -0.2421
C -2.7873 2.9139 3.4913 -0.7736 -0.3488 -0.4226 -0.4770
O -3.5365 1.7316 3.7609 -0.1994 0.3651 -0.0203 -0.5678
H -0.9666 2.2445 4.4845 -0.4287 -0.1534 -0.3115 0.3283
H -0.7602 3.5911 3.3935 -0.0484 -0.0989 -0.1594 0.5001
H -1.0780 1.9813 2.6959 0.0972 0.4759 0.3063 -0.4468
H -3.0609 3.2680 2.4879 0.0794 0.0849 -0.0199 0.1825
H -3.1655 3.6816 4.1665 0.3519 -0.0745 0.2968 0.3962
H -3.3650 1.1085 3.0297 -0.2193 0.2320 0.0456 0.1418
C 2.0846 3.2068 -1.6122 0.2398 0.9090 -0.6567 0.6313
C 3.3568 2.9941 -2.4005 1.2000 -0.1088 0.9784 -0.8505
O 4.4551 3.1900 -1.4740 -0.1496 -0.0886 -0.1445 -0.5796
H 1.9804 4.2510 -1.3132 0.0505 0.1218 -0.2459 0.5416
H 2.0611 2.6494 -0.6788 0.3593 0.1711 -0.3446 -0.5237
H 1.2554 2.9213 -2.2648 -0.0207 0.2362 0.3320 -0.1044
H 3.5144 3.6973 -3.2227 -0.4774 0.0171 -0.0645 0.4617
H 3.4386 1.9797 -2.8058 -0.2952 -0.0125 -0.0292 0.3298
H 5.1975 2.6455 -1.7514 -0.0021 0.1012 -0.0372 0.3385
C -1.2133 -4.3801 1.4613 -0.1420 -0.5538 -0.0004 -0.1230
C -1.6645 -5.8146 1.1691 0.6366 0.2594 0.5473 -0.6012
O -0.5932 -6.7383 1.3599 -0.0025 -0.0636 -0.1559 -0.5344
H -0.9770 -4.2578 2.5216 -0.1881 0.0707 0.0358 0.5606
H -2.0200 -3.7015 1.1771 0.1898 0.2478 0.0679 -0.1285
H -0.2897 -4.1611 0.9251 -0.1847 0.1098 -0.2562 -0.0822
H -1.9651 -5.9085 0.1265 -0.1074 -0.1117 0.0688 0.2453
H -2.4813 -6.0965 1.8428 -0.2248 0.1058 -0.3038 0.3320
H -0.3374 -6.7112 2.2871 0.0051 -0.0001 -0.0297 0.3063
C 3.7384 0.3327 0.1879 -0.4210 -0.2460 -0.3410 1.7802
C 5.0659 0.3522 0.9047 0.0516 0.3809 0.3740 -0.9434
O 4.8853 -0.2067 2.2080 0.1292 0.0209 0.1218 -0.7176
H 3.7670 0.5247 -0.8871 0.2671 0.2371 0.0760 -0.1498
H 3.0494 1.0353 0.6574 0.0537 0.1097 -0.0692 -0.6813
H 3.2781 -0.6520 0.3005 0.1923 -0.0772 0.0477 -0.3874
H 5.4618 1.3666 1.0359 -0.1457 0.0362 -0.2833 0.3284
H 5.8435 -0.2143 0.3925 -0.1312 -0.2604 0.0723 0.3884
H 4.1523 0.2803 2.6310 0.0293 -0.3009 -0.0776 0.3664
C -1.4519 -0.3409 3.5936 0.8631 -0.7230 0.4583 0.0490
C -0.5050 -0.9879 4.5683 -0.0954 -0.2573 0.6941 -1.4874
O 0.6824 -1.4767 3.9322 -0.0924 0.1103 -0.4132 -0.1450
H -0.9152 0.3603 2.9480 -0.1011 -0.6284 0.1283 -0.2083
H -2.1933 0.2380 4.1450 0.2390 -0.2931 0.0259 0.8396
H -1.9881 -1.0523 2.9673 0.6213 -0.1198 0.5121 0.3181
H -1.0284 -1.8204 5.0556 0.1085 -0.0006 0.0257 0.4334
H -0.2038 -0.3009 5.3665 -0.0739 0.1609 -0.0288 0.3690
H 1.2703 -1.8256 4.6091 0.0113 -0.0322 -0.0124 0.1500
C 1.4679 2.5561 4.5072 0.8763 0.0899 0.1320 -1.5134
C 1.7320 2.0855 3.0899 -0.1228 -1.0818 -0.2375 1.0172
O 2.3243 0.7711 3.1211 -0.0056 0.1601 -0.1125 -0.5074
H 0.7144 1.9567 5.0180 0.1166 0.1005 -0.2047 0.2459
H 1.2114 3.6162 4.5370 -0.1129 -0.1069 0.1069 0.4167
H 2.3846 2.4041 5.0810 0.1056 0.1964 -0.0667 0.4004
H 2.4328 2.6985 2.5213 0.0211 0.2665 0.3192 0.5476
H 0.8164 2.0174 2.4889 0.2476 0.2168 0.1546 -0.5946
H 1.6297 0.0953 3.2054 0.1265 -0.0362 0.2001 -0.0367
C 0.3252 -0.9388 0.5855 -0.2200 -0.1244 -0.1105 1.1983
C -0.4095 0.2616 -0.0160 0.5963 -1.1934 -0.8306 1.5108
C 0.3735 0.9087 -1.1569 -0.2250 -0.4899 0.7940 1.1624
O -1.6185 -0.2395 -0.6061 -0.6911 0.3529 0.5902 0.1727
H 1.2552 -0.7125 1.1090 -0.1551 0.2209 -0.1151 -1.0525
H 0.5371 -1.6518 -0.2186 0.1352 0.0563 -0.0100 -0.0479
H -0.3406 -1.4590 1.2769 0.0894 0.0678 0.0930 -0.3005
H -0.6973 0.9262 0.8013 -0.0745 0.3218 -0.3218 -0.3157
H -0.1789 1.7514 -1.5698 0.1330 -0.0962 0.0999 -0.0747
H 0.4674 0.1606 -1.9466 0.1032 -0.0831 -0.0181 -0.7294
H 1.3655 1.2143 -0.8248 -0.5066 -0.4650 -0.2010 -1.1823
H -1.3867 -0.9096 -1.2659 0.1370 -0.1397 -0.1382 -0.3191
C -3.5915 1.8719 -2.5542 -0.0916 0.1739 0.5160 -0.5739
C -3.9672 1.7145 -4.0031 -0.4644 0.2493 -0.8620 0.7467
C -5.4841 1.7050 -4.1813 -0.4859 0.1116 0.3414 -1.5094
O -3.4043 2.8090 -4.7298 0.4166 0.4735 0.3593 -0.5819
H -4.0743 1.1070 -1.9436 0.2096 -0.2081 -0.0985 0.2821
H -3.9561 2.8189 -2.1453 -0.0256 0.1063 -0.2872 0.4908
H -2.5177 1.8395 -2.3773 0.0288 -0.1558 -0.1326 -0.3484
H -3.5260 0.8099 -4.4404 -0.1585 -0.2278 0.3410 0.0059
H -5.9562 0.9902 -3.5020 0.0859 -0.1843 -0.1939 0.3597
H -5.8383 1.5135 -5.1966 0.3234 -0.2565 -0.0564 0.4095
H -5.9282 2.6705 -3.9191 0.3486 0.1095 0.1228 0.3585
H -3.7483 2.8499 -5.6243 -0.1475 -0.2168 -0.0361 0.3256
C 4.2765 -3.9682 3.3904 -0.8299 -0.5900 0.2823 -1.5340
C 4.0093 -3.7874 1.8921 -0.0068 0.7822 1.0534 0.1720
C 2.6413 -3.2046 1.5879 -0.3868 0.3434 -0.2039 0.6995
O 5.0144 -2.9031 1.4050 0.0538 -0.4323 -0.6366 -0.6025
H 4.1198 -3.0498 3.9621 0.2009 0.2046 -0.2599 0.2623
H 5.2837 -4.3394 3.5646 0.0960 0.1134 -0.0707 0.3555
H 3.5832 -4.6917 3.8440 0.0748 -0.0285 -0.1949 0.4174
H 4.0687 -4.7687 1.4156 0.4750 0.1876 -0.2793 0.4731
H 2.4917 -2.2225 2.0471 0.2120 -0.1275 0.2647 -0.5640
H 1.7953 -3.8254 1.8919 0.1715 -0.1422 0.0696 0.3573
H 2.5473 -3.0149 0.5148 0.0482 -0.2190 -0.0197 -0.4151
H 4.8947 -2.0309 1.8277 -0.0381 -0.1281 0.0441 0.4718
C -0.9736 3.6382 0.0954 -0.4557 0.1004 0.1522 0.8991
C -0.8086 4.9571 -0.6536 -1.2997 0.1169 0.2547 -0.1386
C -2.1580 5.6009 -0.9955 -0.3771 -0.7907 0.3087 -1.5003
O -0.0940 5.8725 0.1732 0.5523 -0.1513 -0.4135 -0.5984
H -0.0146 3.2261 0.4077 0.0714 0.0314 -0.1496 -0.3436
H -1.5404 2.8851 -0.4587 0.1426 0.1201 -0.1381 -0.5160
H -1.5566 3.8131 1.0041 0.0489 0.1344 0.0396 0.2582
H -0.3254 4.7752 -1.6140 0.6876 0.3289 0.2965 0.3775
H -2.7459 4.9267 -1.6262 0.1016 0.2096 -0.2268 0.2140
H -2.0471 6.5782 -1.4576 0.1080 -0.0556 -0.1386 0.4120
H -2.7640 5.7168 -0.0882 0.1498 0.1120 0.0743 0.3491
H -0.6796 6.0585 0.9162 0.1053 0.0556 -0.0054 0.4330
```
Forces are in eV/Å.

* F_max: 1.6 eV/A
* gap between HOMO and LUMO: 10.106 eV
* molar mass: 701.07 u